A cluster of 12 separate species, H24O12 in total at a distorted geometry. Source: OMol25; level of theory: ωB97M-V/def2-TZVPD.

For the energy above the lowest of the compared OMol25 structures with the same formula, charge and spin, the calculation gives 60.3 kcal/mol. For the HOMO energy, the calculation gives -10.586 eV. Its SMILES is O.O.O.O.O.O.O.O.O.O.O.O. The LUMO energy comes out at -0.009 eV. Its net charge is 0.

Last column: natural (NBO) charge in e.
Element x y z (Å)
1 H -0.545 -0.138 0.133  0.48
2 H -1.220 0.495 -1.074  0.50
3 H 2.650 0.485 -3.079  0.48
4 H 2.894 1.983 -2.999  0.47
5 H -0.948 4.353 0.562  0.46
6 H 0.288 4.058 -0.272  0.47
7 H -5.118 2.245 0.556  0.47
8 H -3.718 2.525 0.036  0.47
9 H 0.825 -2.113 -0.980  0.47
10 H 2.131 -1.403 -0.664  0.49
11 H -1.545 -2.226 3.274  0.47
12 H -1.004 -3.369 2.430  0.46
13 H -3.377 -1.101 -1.252  0.50
14 H -2.795 -1.127 -2.656  0.45
15 H 1.603 1.252 0.860  0.47
16 H 2.291 2.552 1.242  0.47
17 H 3.535 0.041 -1.084  0.48
18 H 4.321 -1.244 -0.887  0.48
19 H -1.760 -3.876 -1.569  0.47
20 H -1.722 -2.839 -2.679  0.46
21 H 2.659 0.071 2.717  0.48
22 H 3.779 -0.893 3.073  0.46
23 H -2.295 0.522 0.928  0.48
24 H -3.743 0.075 1.048  0.49
25 O -0.497 0.629 -0.450  -0.98
26 O 3.354 1.137 -2.989  -0.95
27 O 0.015 4.371 0.598  -0.93
28 O -4.371 1.821 0.120  -0.94
29 O 1.739 -2.036 -1.276  -0.97
30 O -0.773 -2.793 3.167  -0.93
31 O -2.876 -0.565 -1.877  -0.94
32 O 1.575 1.964 1.509  -0.94
33 O 3.869 -0.547 -0.398  -0.95
34 O -1.646 -2.932 -1.723  -0.94
35 O 2.838 -0.865 2.864  -0.94
36 O -2.877 -0.224 0.747  -0.97


The molecule C20H22N4O4S. Source: OMol25; level of theory: ωB97M-V/def2-TZVPD.

For the energy above the lowest of the compared OMol25 structures with the same formula, charge and spin, the calculation gives 17.9 kcal/mol. For the HOMO energy, the calculation gives -7.971 eV. Its SMILES is COC(=O)c1ccc(C(=O)OC)c(NC(=S)N2CCN(c3ccccn3)CC2)c1. The LUMO energy comes out at -0.362 eV. Its net charge is 0.

Last column: natural (NBO) charge in e.
Element x y z (Å)
1 C -0.585 -4.160 1.457  -0.26
2 H -1.591 -3.787 1.632  0.20
3 H -0.579 -4.887 0.643  0.20
4 H -0.191 -4.637 2.357  0.19
5 O 0.206 -3.030 1.114  -0.52
6 C 1.444 -3.293 0.658  0.78
7 O 1.872 -4.409 0.515  -0.58
8 C 2.190 -2.052 0.324  -0.12
9 C 1.734 -0.815 0.738  -0.26
10 C 2.415 0.358 0.394  0.30
11 N 1.936 1.585 0.771  -0.66
12 C 0.753 1.860 1.433  0.29
13 N -0.393 1.334 0.950  -0.43
14 C -1.636 1.468 1.680  -0.24
15 H -1.408 1.709 2.718  0.25
16 C -2.419 0.156 1.580  -0.23
17 N -2.660 -0.189 0.195  -0.42
18 C -3.812 0.264 -0.401  0.39
19 N -4.709 0.821 0.417  -0.50
20 C -5.871 1.215 -0.071  0.07
21 C -6.227 1.096 -1.401  -0.32
22 C -5.301 0.513 -2.259  -0.14
23 C -4.086 0.089 -1.768  -0.31
24 H -3.376 -0.376 -2.432  0.21
25 H -5.531 0.388 -3.308  0.22
26 H -7.185 1.439 -1.756  0.22
27 H -6.543 1.654 0.655  0.19
28 C -1.416 -0.345 -0.519  -0.22
29 H -1.590 -0.589 -1.565  0.21
30 H -0.863 -1.171 -0.062  0.22
31 C -0.589 0.949 -0.433  -0.24
32 H 0.368 0.824 -0.937  0.23
33 H -1.149 1.751 -0.937  0.20
34 H -3.380 0.261 2.081  0.26
35 H -1.844 -0.656 2.037  0.19
36 H -2.239 2.280 1.255  0.20
37 S 0.808 2.837 2.761  -0.19
38 H 2.637 2.328 0.781  0.46
39 C 3.627 0.247 -0.326  -0.25
40 C 4.080 -1.017 -0.716  -0.08
41 C 3.369 -2.156 -0.418  -0.24
42 H 3.709 -3.131 -0.728  0.24
43 H 5.008 -1.082 -1.261  0.23
44 C 4.433 1.443 -0.632  0.78
45 O 4.172 2.571 -0.263  -0.62
46 O 5.517 1.169 -1.366  -0.50
47 C 6.349 2.277 -1.677  -0.26
48 H 5.787 3.030 -2.233  0.20
49 H 7.163 1.883 -2.280  0.20
50 H 6.733 2.732 -0.762  0.20
51 H 0.862 -0.750 1.367  0.24


A cluster of 3 separate species, C24H55BClO9P2 in total at a distorted geometry. Source: OMol25; level of theory: ωB97M-V/def2-TZVPD.

For the HOMO energy, the calculation gives -4.723 eV. The LUMO energy comes out at 0.320 eV. Its net charge is -1.

Last column: Löwdin charge in e.
Element x y z (Å)
1 C -0.331 2.001 -1.706  -0.15
2 O -1.696 1.580 -1.645  -0.29
3 C -2.072 1.284 -0.271  -0.26
4 B -2.687 2.637 0.466  -0.94
5 Cl -4.041 3.270 -0.732  0.41
6 C -3.462 2.265 1.863  -0.24
7 C -2.645 2.535 3.194  -0.21
8 C -2.344 4.055 3.519  -0.35
9 C -3.660 4.913 3.232  -0.08
10 C -1.055 4.656 2.838  -0.20
11 C 0.169 3.673 2.726  -0.19
12 C 1.579 4.385 2.768  -0.07
13 C 2.700 3.581 2.682  -0.29
14 C 2.778 2.150 3.373  -0.10
15 C 3.991 4.002 1.871  -0.08
16 H 0.376 1.137 -1.510  0.08
17 H -0.108 2.803 -0.945  0.08
18 H -0.080 2.411 -2.724  0.08
19 H -1.216 0.854 0.333  0.10
20 H -2.917 0.524 -0.319  0.10
21 H -1.846 3.479 0.553  0.04
22 H -3.653 1.139 1.833  0.09
23 H -4.481 2.739 1.834  0.05
24 H -1.747 1.861 3.181  0.10
25 H -3.298 2.157 4.048  0.10
26 H -2.172 4.115 4.640  0.12
27 H -3.785 5.708 4.034  0.07
28 H -4.583 4.267 3.326  0.07
29 H -3.625 5.421 2.231  0.08
30 H -0.713 5.516 3.501  0.11
31 H -1.266 5.140 1.837  0.11
32 H 0.129 3.009 3.648  0.10
33 H 0.122 3.018 1.808  0.11
34 H 1.638 5.493 2.907  0.10
35 H 3.566 2.142 4.171  0.12
36 H 1.788 1.802 3.753  0.10
37 H 3.062 1.450 2.548  0.08
38 H 3.775 4.726 1.047  0.07
39 H 4.357 3.051 1.372  0.07
40 H 4.827 4.320 2.558  0.07
41 O -1.737 -2.201 -5.794  -0.23
42 P -3.065 -1.486 -5.911  0.67
43 O -3.754 -2.448 -7.066  -0.23
44 C -4.246 -3.721 -6.670  -0.31
45 C -5.541 -3.600 -5.884  -0.09
46 O -2.558 -0.254 -6.894  -0.23
47 C -1.193 0.148 -6.905  -0.31
48 C -0.449 -0.519 -8.047  -0.08
49 O -4.532 -0.646 -5.801  -0.21
50 C -4.763 0.036 -4.552  -0.28
51 C -3.771 1.155 -4.315  -0.07
52 H -3.486 -4.251 -6.087  0.11
53 H -4.426 -4.293 -7.583  0.11
54 H -5.366 -3.124 -4.915  0.06
55 H -5.977 -4.585 -5.703  0.07
56 H -6.264 -2.984 -6.421  0.08
57 H -0.716 -0.052 -5.944  0.10
58 H -1.174 1.232 -7.045  0.12
59 H -0.582 -1.602 -8.041  0.07
60 H 0.620 -0.298 -7.995  0.07
61 H -0.830 -0.162 -9.008  0.07
62 H -4.726 -0.690 -3.735  0.11
63 H -5.776 0.442 -4.590  0.12
64 H -2.759 0.761 -4.177  0.07
65 H -4.035 1.722 -3.420  0.06
66 H -3.739 1.834 -5.170  0.09
67 O 3.687 -2.704 1.705  -0.21
68 P 4.083 -3.656 2.813  0.65
69 O 2.585 -4.242 3.176  -0.22
70 C 2.005 -5.195 2.294  -0.29
71 C 2.660 -6.558 2.433  -0.09
72 O 4.207 -2.537 4.022  -0.23
73 C 4.478 -1.165 3.720  -0.29
74 C 3.195 -0.356 3.669  -0.12
75 O 4.736 -4.765 3.928  -0.21
76 C 6.108 -5.122 3.710  -0.30
77 C 7.045 -3.942 3.894  -0.08
78 H 2.070 -4.837 1.262  0.11
79 H 0.947 -5.270 2.554  0.12
80 H 3.694 -6.533 2.076  0.06
81 H 2.119 -7.308 1.852  0.08
82 H 2.686 -6.870 3.479  0.08
83 H 5.045 -1.074 2.791  0.10
84 H 5.117 -0.777 4.519  0.11
85 H 2.456 -0.807 3.002  0.10
86 H 3.394 0.708 3.320  -0.03
87 H 2.737 -0.314 4.662  0.09
88 H 6.214 -5.547 2.707  0.11
89 H 6.355 -5.905 4.430  0.12
90 H 6.879 -3.184 3.123  0.07
91 H 8.087 -4.264 3.832  0.08
92 H 6.878 -3.461 4.859  0.09


The molecule H3OPSi at a distorted geometry. Source: OMol25; level of theory: ωB97M-V/def2-TZVPD.

For the energy above the lowest of the compared OMol25 structures with the same formula, charge and spin, the calculation gives 20.9 kcal/mol. For the HOMO energy, the calculation gives -8.657 eV. Its SMILES is O1[SiH2]P1. The LUMO energy comes out at -0.412 eV. Its net charge is 0.

Last column: natural (NBO) charge in e.
Element x y z (Å)
1 O -0.964 -0.315 0.386  -1.14
2 Si 0.069 0.065 -0.889  1.03
3 P 0.448 -0.748 1.254  0.47
4 H -0.256 1.481 -1.042  -0.16
5 H -0.027 -0.821 -2.201  -0.14
6 H 0.730 0.338 2.493  -0.05